1.
# C23H23P2Ru

C23H23P2Ru as an isolated structure at a distorted geometry (wB97M-V/def2-TZVPD, OMol25).

Structure (XYZ):
```
49
Properties=species:S:1:pos:R:3:forces:R:3:lowdin_charge:R:1
C -0.18808 -0.06882 -4.38813 -2.0 -0.6 0.8 -0.101
C -1.42425 -0.61691 -3.96523 1.0 1.3 -0.8 -0.109
C -1.14439 -1.74103 -3.14170 0.0 -0.2 -0.3 -0.076
C 0.25955 -1.92926 -3.07270 1.9 1.7 -0.4 -0.109
C 0.88012 -0.86527 -3.78814 -1.2 -1.9 1.2 -0.072
Ru 1.24228 1.83306 -0.51093 0.9 0.3 -1.0 0.473
P -0.11271 2.87524 -1.85193 -0.9 2.2 -1.4 0.609
H -0.03233 0.80356 -5.01103 -0.1 -0.2 0.0 0.091
H -2.42501 -0.26085 -4.21655 0.5 -0.1 0.0 0.098
H -1.88424 -2.39751 -2.68219 0.2 0.3 -0.1 0.109
H 1.93472 -0.65316 -3.89147 0.0 -0.2 0.0 0.093
H 0.78348 -2.67419 -2.48444 -0.1 0.0 -0.2 0.093
H -1.42581 3.05277 -1.28618 0.6 0.0 -0.6 -0.075
H -0.34653 2.40311 -3.17910 -0.1 0.3 0.6 -0.103
H 0.31314 4.21957 -2.04854 -0.7 -0.2 -0.4 -0.108
C -0.83069 3.36440 3.66225 0.1 0.0 -0.2 -0.056
C 0.13282 3.57457 2.66848 0.1 -0.1 -0.1 -0.053
C 0.44268 2.53038 1.79647 -0.1 0.4 0.2 -0.167
C -0.27507 1.33819 1.86885 -1.1 -1.0 -0.2 -0.343
C -1.30436 1.15015 2.80526 0.5 0.5 -0.2 -0.057
C -1.53861 2.16044 3.73761 0.0 0.0 0.0 -0.055
P 0.02250 0.27438 0.40819 -0.5 -1.7 0.8 0.910
C 1.66754 -0.43013 0.73946 -0.3 -0.1 0.3 -0.371
C 2.64372 0.03735 -0.16082 1.1 -0.8 0.8 -0.212
C 4.00436 -0.20242 0.13185 -0.4 0.1 0.0 -0.048
C 4.33927 -0.91621 1.28849 0.0 0.2 -0.3 -0.052
C 3.35539 -1.35305 2.19069 -0.2 0.0 -0.2 -0.041
C 2.00656 -1.08970 1.93324 0.7 0.3 -0.3 -0.065
C -1.15701 -1.05400 0.19169 -0.4 -0.5 0.0 -0.371
C -0.79041 -2.39232 0.42799 -0.2 0.2 0.2 -0.086
C -1.77780 -3.37098 0.51185 -0.1 0.1 -0.2 -0.063
C -3.11408 -3.03770 0.27277 0.2 0.3 -0.1 -0.062
C -3.45020 -1.74246 -0.13899 0.0 -0.1 -0.1 -0.076
C -2.47527 -0.75364 -0.21040 0.5 -0.1 0.4 -0.106
H -1.04926 4.16478 4.36485 0.0 -0.2 -0.1 0.115
H 0.61990 4.54310 2.53238 -0.1 -0.3 0.3 0.120
H 1.24998 2.72045 1.00327 -0.4 0.9 1.9 0.030
H -1.90695 0.24484 2.76614 0.1 0.2 0.1 0.113
H -2.29949 2.02059 4.50811 0.2 0.1 -0.2 0.118
H 2.34577 0.52249 -1.14105 1.0 -1.1 -0.2 0.038
H 4.76246 0.19700 -0.54509 -0.1 -0.3 0.3 0.118
H 5.39149 -1.12781 1.49262 -0.4 0.1 0.0 0.117
H 3.65159 -1.89178 3.09581 -0.1 0.2 -0.4 0.120
H 1.22157 -1.35290 2.64366 0.3 0.0 -0.2 0.121
H 0.26252 -2.65838 0.53857 -0.4 0.1 0.2 0.103
H -1.50996 -4.39766 0.75796 0.0 0.2 -0.1 0.114
H -3.89154 -3.79121 0.37454 0.2 0.1 -0.1 0.113
H -4.47895 -1.50903 -0.41337 0.3 -0.1 0.1 0.114
H -2.70041 0.24798 -0.58507 -0.1 -0.2 0.3 0.109
```
Positions in Å, forces in eV/Å.

Properties
- DFT total energy: -45371.2697 eV
- Molar mass: 462.5 g mol⁻¹
- Charge: +1
- 2S+1: 5
- HOMO-LUMO gap (alpha / beta): 6.80 / 6.18 eV
- <S²>: 6.030
- Highest occupied orbital energy (alpha / beta): -9.555 / -10.687 eV

=====

2.
# C27H62B2MgO13S6

C27H62B2MgO13S6 as an isolated structure at a distorted geometry (wB97M-V/def2-TZVPD, OMol25).

Structure (XYZ):
```
111
Properties=species:S:1:pos:R:3:forces:R:3:lowdin_charge:R:1
Mg 0.44958 1.21167 -1.50128 -1.2 2.0 -0.4 0.295
B 1.09899 0.80566 -3.41035 0.7 -1.0 -3.1 -0.351
H 0.65944 1.81892 -3.18435 -0.6 2.3 -0.3 -0.025
H 0.23530 0.11522 -3.76336 -1.0 -1.0 0.0 -0.007
H 1.86438 0.79869 -4.27724 0.9 0.4 -0.9 0.012
H 1.67209 0.42864 -2.51816 1.3 -1.3 1.2 -0.033
B 0.29828 -0.10359 0.05282 0.1 -2.0 2.6 -0.400
H -0.40225 -0.91591 0.49334 -0.7 -1.0 0.5 0.027
H -0.27937 0.85958 0.13403 -1.1 1.9 0.4 -0.021
H 1.29873 0.01910 0.62230 1.0 -0.1 0.7 0.003
H 0.55446 -0.39429 -0.99990 0.4 -1.6 -1.6 -0.025
C -1.16496 -4.99899 -0.47702 0.4 1.3 0.2 -0.017
C -1.67407 -4.80422 0.93061 -0.6 -0.1 0.5 -0.471
O -2.09032 -5.72862 1.59047 0.2 -0.2 -0.3 0.070
C -1.70173 -3.40940 1.55991 -1.0 -0.8 -0.7 -0.014
H -0.68019 -4.05836 -0.76189 0.1 -0.1 -0.1 0.051
H -2.00835 -5.11669 -1.15728 0.0 -0.4 0.0 0.091
H -0.41636 -5.78419 -0.53698 -0.3 -0.3 0.0 0.085
H -2.54864 -3.45046 2.24361 0.4 0.0 0.6 0.089
H -1.98695 -2.62912 0.85240 0.8 0.1 -0.1 0.045
H -0.74226 -3.28957 2.05531 -0.1 0.5 0.1 0.067
C 1.20537 -4.19317 -3.14635 -0.3 -0.5 -0.1 -0.218
C 1.77930 -2.80530 -2.91816 0.8 0.8 0.0 -0.198
C 2.26861 -2.75666 -1.47556 -0.5 -0.9 0.9 -0.213
S 3.00084 -4.40427 -1.16758 -1.3 1.1 -0.4 0.691
O 2.37773 -4.92224 0.03712 0.4 -0.3 -0.3 -0.347
O 4.43298 -4.31106 -1.28408 0.1 -0.4 0.1 -0.324
C 2.26763 -5.19189 -2.67907 0.8 0.5 0.9 -0.190
H 0.95752 -4.34034 -4.19844 0.2 -0.1 0.0 0.118
H 0.26713 -4.35203 -2.60868 0.2 0.1 0.1 0.082
H 1.10628 -1.96963 -3.10853 -0.2 -0.2 -0.1 0.094
H 2.62336 -2.67535 -3.60168 0.0 0.1 0.0 0.130
H 1.40307 -2.70490 -0.80727 -0.1 -0.2 -0.1 0.081
H 2.93581 -2.00970 -1.05010 0.4 0.2 -0.8 0.110
H 1.96812 -6.19430 -2.38551 -0.2 0.0 -0.1 0.099
H 3.13421 -5.22946 -3.33883 -0.2 -0.1 -0.2 0.099
C -2.54796 -0.08046 3.32857 -0.5 -0.6 -0.4 -0.201
C -1.52561 0.72916 4.07153 1.7 0.5 0.3 -0.206
C -0.97488 1.73927 3.07064 0.7 0.1 -0.5 -0.220
S -2.38969 2.36482 2.17331 -0.5 -0.8 0.0 0.706
O -2.13576 2.40165 0.74466 -0.1 0.2 0.4 -0.333
O -2.95394 3.51544 2.83637 0.2 0.0 -0.2 -0.314
C -3.44498 0.91184 2.57383 -0.1 0.4 0.7 -0.182
H -3.08074 -0.75307 4.00243 -0.3 0.2 0.0 0.127
H -2.08756 -0.74937 2.59833 0.4 0.1 0.0 0.095
H -0.63532 0.17547 4.38579 -0.4 -0.4 0.0 0.088
H -1.85494 1.20412 4.99720 -0.5 0.1 -0.2 0.131
H -0.34911 1.23074 2.32716 -0.4 -0.2 -0.2 0.075
H -0.29599 2.50658 3.44388 -0.6 0.4 0.3 0.114
H -3.95250 0.52730 1.69481 0.2 0.0 -0.2 0.081
H -4.20604 1.32838 3.23578 0.0 0.0 0.0 0.102
C -3.16312 -1.83967 -1.68041 0.0 0.4 0.2 -0.216
C -3.08153 -1.91946 -3.21946 0.2 -1.0 0.5 -0.194
C -2.84007 -0.53578 -3.81365 -0.3 0.0 0.1 -0.184
S -2.86655 0.63601 -2.44197 -0.5 -0.6 -0.6 0.728
O -3.66467 1.77392 -2.80602 0.0 0.3 0.2 -0.297
O -1.51648 0.84491 -1.98570 -0.8 -0.2 0.1 -0.337
C -3.74211 -0.46658 -1.31524 0.7 -0.4 0.0 -0.181
H -2.17929 -1.93090 -1.21529 0.1 0.0 -0.2 0.090
H -3.78895 -2.64021 -1.28763 0.0 0.0 0.0 0.119
H -3.99798 -2.39509 -3.57213 -0.1 0.4 -0.2 0.114
H -2.30975 -2.65221 -3.46263 0.2 0.3 -0.2 0.110
H -3.68546 -0.23913 -4.43105 0.2 0.1 -0.2 0.105
H -1.89530 -0.42317 -4.34107 0.0 0.1 0.0 0.098
H -4.80984 -0.42899 -1.52305 0.0 0.3 0.0 0.118
H -3.49861 -0.17109 -0.29759 -0.1 0.1 0.0 0.085
C 2.48160 -1.84623 2.38029 0.5 -0.6 0.7 -0.201
C 2.52014 -3.34445 2.76082 -0.7 -0.6 -0.4 -0.214
C 2.23156 -3.49539 4.25880 0.7 1.0 0.1 -0.199
S 1.00030 -2.20402 4.62034 0.5 0.4 0.2 0.692
O 1.39515 -1.49272 5.83278 -0.4 -0.4 -0.8 -0.344
O -0.35143 -2.71764 4.50096 0.5 0.1 0.1 -0.331
C 1.35974 -1.17544 3.14893 -0.5 -0.2 -0.1 -0.237
H 2.36210 -1.74836 1.30446 0.0 0.2 0.1 0.085
H 3.44379 -1.42180 2.67800 0.0 0.1 -0.1 0.117
H 3.45924 -3.75744 2.39519 0.1 -0.2 0.5 0.116
H 1.78287 -3.91995 2.19712 -0.2 0.2 -0.1 0.090
H 3.12443 -3.18846 4.80875 -0.1 0.1 0.2 0.102
H 1.91229 -4.43351 4.70377 -0.3 -0.2 -0.5 0.107
H 1.56609 -0.16275 3.49028 0.1 0.0 0.1 0.093
H 0.47462 -1.15459 2.51017 -0.1 0.0 0.3 0.061
C 3.20750 3.16045 2.44791 0.6 0.8 0.2 -0.210
C 2.62002 4.32878 1.64530 -0.6 -1.0 -0.5 -0.204
C 3.24183 4.20865 0.24946 0.0 -0.1 -0.1 -0.182
S 3.28995 2.41500 -0.12022 -0.1 -0.6 0.5 0.794
O 4.56795 1.98470 -0.64421 -0.7 0.6 0.1 -0.287
O 2.07237 1.99758 -0.82533 2.2 1.3 1.0 -0.361
C 3.12390 1.90245 1.60934 -0.8 -0.3 0.0 -0.207
H 2.65628 3.04820 3.38067 0.3 -0.1 0.1 0.116
H 4.25511 3.40986 2.63937 0.0 -0.2 0.4 0.120
H 2.74889 5.30933 2.09575 0.3 0.0 0.0 0.124
H 1.54083 4.16833 1.58731 0.0 0.2 -0.3 0.093
H 4.28652 4.52101 0.24252 0.0 -0.1 0.0 0.108
H 2.70618 4.74345 -0.53167 -0.1 -0.2 -0.1 0.094
H 3.80707 1.09588 1.86735 0.4 0.3 -0.2 0.111
H 2.13331 1.45082 1.70079 -0.1 0.2 -0.3 0.068
C -1.22171 6.41165 -2.85183 -1.0 0.0 0.2 -0.212
C -2.47343 5.50959 -2.66719 -0.1 0.0 0.0 -0.189
C -2.31335 4.79146 -1.32027 0.2 0.3 0.0 -0.202
S -0.55513 4.48993 -1.12867 0.0 1.6 0.5 0.767
O -0.20198 3.10926 -1.40790 -0.4 1.4 0.4 -0.349
O -0.12166 5.16118 0.10253 0.0 -1.1 -1.0 -0.317
C -0.04768 5.54625 -2.53137 0.9 -1.1 -0.1 -0.211
H -1.29488 7.26003 -2.16786 0.1 0.0 0.0 0.121
H -1.18103 6.80795 -3.86480 0.1 0.0 0.0 0.119
H -2.60851 4.81867 -3.49944 0.2 -0.1 0.0 0.118
H -3.36851 6.12766 -2.60717 0.0 0.0 -0.1 0.115
H -2.82520 3.85720 -1.10471 -0.2 0.0 -0.4 0.083
H -2.55458 5.54183 -0.56811 0.1 -0.3 0.4 0.114
H 0.17366 4.86500 -3.35729 -0.1 -0.1 0.1 0.117
H 0.88479 6.04235 -2.26657 -0.1 0.1 0.2 0.106
```
Positions in Å, forces in eV/Å.

Properties
- DFT total energy: -127428.3740 eV
- Molar mass: 833.1 g mol⁻¹
- HOMO-LUMO gap: 9.56 eV
- Highest occupied orbital energy: -9.369 eV

=====

3.
# C3H9N3O2

A 2-piece molecular cluster, C3H9N3O2 overall at a distorted geometry (wB97M-V/def2-TZVPD, OMol25).

Structure (XYZ):
```
17
Properties=species:S:1:pos:R:3:forces:R:3:lowdin_charge:R:1
C 0.98305 1.61491 -0.55250 -0.1 -0.2 0.1 -0.055
C 0.34707 0.36860 -0.01323 -0.2 0.3 -0.2 -0.419
N 0.27634 0.31042 1.38590 -0.1 -0.1 0.0 0.090
C -0.14298 -0.57085 -0.82069 0.2 0.1 -0.1 -0.176
N -0.90802 -1.69468 -0.39032 0.1 0.0 0.2 0.013
H 1.02063 1.59506 -1.63593 0.0 0.0 -0.1 0.075
H 0.39388 2.48095 -0.24971 0.0 0.1 0.0 0.081
H 1.98964 1.74216 -0.16498 0.2 0.0 0.1 0.078
H -0.48976 -0.23914 1.75036 0.0 0.2 0.1 0.075
H 0.30658 1.22312 1.82080 0.0 -0.2 0.0 0.086
H -0.03392 -0.48380 -1.88845 0.0 0.1 -0.1 0.108
H -0.63548 -1.98948 0.54146 0.0 -0.2 -0.1 0.087
H -0.78886 -2.48129 -1.01727 -0.1 0.0 0.1 0.096
O -5.03620 0.71528 -0.14992 1.6 -0.9 -0.1 0.002
N -3.87773 0.49017 -0.31338 -0.5 0.2 0.1 -0.124
O -3.55618 -0.84859 -0.19757 -0.9 0.2 0.1 -0.046
H -2.57905 -0.99343 -0.34048 -0.2 0.3 0.0 0.031
```
Positions in Å, forces in eV/Å.

Properties
- DFT total energy: -11819.5196 eV
- Molar mass: 119.1 g mol⁻¹
- Structure (SMILES): C/C(N)=C/N.O=NO
- HOMO-LUMO gap: 8.79 eV
- Highest occupied orbital energy: -8.033 eV

=====

4.
# C14H28IO3S

A 4-piece molecular cluster, C14H28IO3S overall at a distorted geometry (wB97M-V/def2-TZVPD, OMol25).

Structure (XYZ):
```
47
Properties=species:S:1:pos:R:3:forces:R:3:lowdin_charge:R:1
C -0.76430 -0.77614 5.20263 -0.4 0.0 0.2 0.045
C -2.04891 -0.82946 4.81438 0.0 -0.1 0.0 -0.230
C -2.61278 0.26533 3.97079 -0.1 0.6 1.3 -0.414
S -2.28814 -0.30102 2.26104 -0.2 -0.3 -0.2 0.600
I -3.78761 0.88683 0.85623 0.1 0.1 0.1 0.714
C -0.61551 0.32116 1.90297 0.6 -0.1 0.3 -0.435
C 0.35726 -0.86484 1.84745 -0.5 -0.1 -0.5 -0.115
H -0.35316 0.15919 5.57861 0.6 0.1 -1.3 0.056
H -0.15696 -1.67388 5.23381 -0.3 -0.2 1.2 0.081
H -2.69434 -1.65934 5.08692 0.3 -0.6 -1.1 0.113
H -3.68101 0.44779 4.07516 0.0 0.0 -0.2 0.084
H -2.03351 1.17690 4.12811 -0.2 0.2 -0.2 0.103
H -0.64010 0.86092 0.95867 -0.1 0.1 0.0 0.066
H -0.35010 0.99215 2.71997 -0.2 0.1 -0.1 0.087
H 1.36280 -0.52395 2.08291 0.0 0.0 0.0 0.084
H 0.35098 -1.28814 0.84282 0.1 0.0 0.0 0.087
H 0.05063 -1.66574 2.51777 0.2 0.1 0.2 0.062
C -1.55461 2.17093 -2.23850 0.1 -0.1 0.1 -0.045
C -0.73751 1.15608 -3.00966 0.0 0.1 0.0 -0.498
O 0.24525 0.65936 -2.50703 -0.1 -0.1 0.1 0.062
C -1.20503 0.80516 -4.39572 0.2 -0.2 0.2 -0.015
H -1.09764 2.32288 -1.26169 0.0 0.0 0.0 0.060
H -1.59053 3.12531 -2.76462 -0.1 0.0 -0.1 0.090
H -2.57386 1.80157 -2.10967 -0.1 0.1 -0.1 0.046
H -1.21586 1.69875 -5.02192 -0.1 0.0 0.0 0.096
H -2.21573 0.39268 -4.35006 -0.1 0.1 0.0 0.090
H -0.53592 0.07346 -4.84163 0.0 0.1 0.0 0.051
C 3.18243 2.70830 5.25410 -0.2 0.1 0.1 -0.015
C 2.39157 1.44247 5.44756 0.1 0.1 0.0 -0.487
O 1.23522 1.46572 5.81437 0.1 0.1 -0.1 0.035
C 3.10811 0.14419 5.16771 -0.2 -0.1 0.1 -0.013
H 2.56037 3.56830 5.48865 0.0 0.0 0.0 0.085
H 4.05435 2.70722 5.90958 0.1 0.0 -0.1 0.094
H 3.52652 2.78295 4.22105 0.1 0.0 0.0 0.090
H 3.97699 0.04875 5.81965 0.1 0.0 -0.1 0.094
H 3.45163 0.12122 4.13191 0.1 0.0 0.0 0.086
H 2.43972 -0.69545 5.34614 0.0 0.0 0.0 0.072
C 0.89019 -2.18363 -8.51891 0.1 0.2 0.0 -0.020
C 0.31840 -1.82738 -7.17013 0.0 0.0 -0.1 -0.493
O 0.45736 -0.72439 -6.69304 0.0 -0.1 0.0 0.059
C -0.43582 -2.91627 -6.44442 0.0 0.2 0.1 -0.019
H 1.40569 -1.32177 -8.93476 0.0 0.0 0.0 0.083
H 1.59474 -3.01092 -8.42061 -0.1 -0.1 0.0 0.088
H 0.09087 -2.48631 -9.19718 0.0 -0.1 0.0 0.088
H 0.21875 -3.77094 -6.26792 0.0 -0.1 -0.1 0.087
H -1.28543 -3.24670 -7.04389 0.1 -0.1 0.0 0.087
H -0.79545 -2.53931 -5.48959 0.0 0.0 0.0 0.073
```
Positions in Å, forces in eV/Å.

Properties
- DFT total energy: -40041.9985 eV
- Molar mass: 403.3 g mol⁻¹
- Charge: +1
- HOMO-LUMO gap: 6.20 eV
- Highest occupied orbital energy: -11.278 eV

=====

5.
# C4H36O16

A 15-piece molecular cluster, C4H36O16 overall at a distorted geometry (wB97M-V/def2-TZVPD, OMol25).

Structure (XYZ):
```
56
Properties=species:S:1:pos:R:3:forces:R:3:lowdin_charge:R:1
C 0.26117 -0.27237 -0.69397 1.1 -0.1 0.6 -0.140
C 0.42216 -0.60320 0.79581 0.9 0.4 -0.4 -0.165
C 0.02768 0.53374 1.72254 -0.2 0.1 0.8 -0.222
O -1.33272 0.39114 2.14587 -0.4 0.2 -0.2 -0.152
C 0.92794 -1.31495 -1.60307 -0.8 -0.2 0.0 -0.214
O 0.01323 -2.30957 -2.05515 -0.8 0.1 -0.6 -0.134
H 0.68616 0.72058 -0.87213 0.2 -0.2 0.0 0.089
H -0.77083 -0.16461 -0.94990 -0.8 -0.2 -0.3 0.084
H -0.09727 -1.51260 1.05771 -0.4 -0.1 0.1 0.073
H 1.46899 -0.87388 0.98648 0.0 0.3 -0.2 0.088
H 0.63595 0.50995 2.65504 -0.2 0.0 -0.6 0.121
H 0.14432 1.53986 1.27774 0.2 -0.5 0.0 0.107
H 1.34288 -0.83303 -2.47772 0.4 0.3 -0.3 0.105
H 1.70230 -1.90321 -1.09748 0.1 0.5 0.1 0.122
H -0.14571 -3.35038 2.80601 1.1 -0.7 -0.9 -0.011
H 0.06628 -3.75616 1.33980 0.3 -0.1 0.4 -0.022
O 0.54261 -3.77412 2.20774 -0.7 0.4 0.5 -0.160
H 4.92957 0.52505 2.66547 -0.1 -0.1 0.0 -0.010
H 4.43068 1.69680 1.87996 -0.1 0.1 0.0 -0.022
O 4.99489 1.48797 2.64272 0.3 0.3 0.3 -0.115
H -1.70838 -0.17701 -3.47558 0.0 0.0 -0.1 0.019
H -0.75671 -1.87132 -2.53965 0.7 -0.3 0.4 0.062
O -2.09480 -1.03955 -3.26199 -0.1 0.0 0.2 -0.115
H -2.22241 -0.92771 1.25366 0.3 -0.2 0.6 -0.006
H -3.01359 -1.08185 -0.00019 -0.1 -0.9 0.4 0.020
O -2.73775 -1.63200 0.82782 -0.5 0.7 -0.7 -0.121
H -2.13265 2.29125 0.14424 -0.2 0.1 0.1 -0.004
H -3.03100 1.00129 -0.11647 -0.2 1.1 0.6 0.019
O -2.86161 1.77849 0.55256 0.0 -0.9 -0.6 -0.114
H -1.70603 -2.88275 0.30178 0.0 -0.3 0.0 -0.006
H -0.67148 -3.18010 -0.77348 0.0 -0.4 0.3 0.012
O -1.08714 -3.59953 0.02207 -0.1 0.3 -0.4 -0.116
H -1.92496 0.94400 1.53268 0.3 -0.1 0.7 0.034
H -0.91632 4.04238 -0.85945 -0.1 0.0 0.0 0.058
O -0.82860 3.10927 -0.64296 0.8 0.3 0.2 -0.145
H -2.49776 1.01745 -2.09511 0.5 1.0 -0.7 0.000
H -1.50864 2.20297 -1.95706 0.1 0.1 -0.2 -0.025
O -1.93962 1.66497 -2.64842 -0.6 -0.7 0.5 -0.133
H 2.59466 1.98823 0.11651 0.4 -0.2 -0.1 0.008
H 4.00577 1.40885 -0.38426 -0.4 0.0 0.3 0.065
O 3.42306 1.37963 0.39212 0.0 0.3 -0.5 -0.146
H 1.97384 3.77366 -0.16244 0.1 0.3 0.1 0.010
H 0.22676 2.98271 -0.53328 -0.4 0.1 0.0 0.003
O 1.66776 2.92277 -0.47333 -0.1 -0.2 0.1 -0.306
H -2.63855 -0.77983 -2.44274 0.3 -0.4 -0.4 -0.001
H -4.26598 -0.16051 -1.34238 -0.2 0.1 0.0 0.027
O -3.32254 -0.10901 -1.18618 -0.1 -0.2 0.1 -0.336
H -2.17750 -2.73533 2.69173 -0.2 0.2 -0.3 0.040
H -1.34456 -1.60361 3.28318 -0.1 0.2 -0.2 0.039
O -1.53008 -2.54640 3.37714 -0.2 0.1 0.7 -0.048
H 0.58462 2.21483 -3.18815 -0.2 -0.1 -0.1 -0.003
H 1.60896 2.74229 -2.19475 0.1 0.1 0.1 -0.028
O 1.43084 2.66790 -3.15815 0.1 0.0 -0.2 -0.107
H 3.73632 -0.14988 1.09213 0.1 -0.6 0.4 -0.001
H 3.32018 -1.46512 1.80800 0.1 0.0 0.0 0.029
O 4.09560 -0.92845 1.60697 -0.3 0.2 -0.4 -0.108
```
Positions in Å, forces in eV/Å.

Properties
- DFT total energy: -37497.2346 eV
- Molar mass: 340.3 g mol⁻¹
- Charge: -2
- HOMO-LUMO gap: 9.25 eV
- Highest occupied orbital energy: -4.345 eV